# 1
80
Properties=species:S:1:pos:R:3:lowdin_spin:R:1 method="wB97M-V/def2-TZVPD" charge=+4 spin_multiplicity=6 homo_lumo_gap_ev="6.0528 / 4.2051" s2=8.8739 largest_force_ha_per_bohr=0.069 lumo_ev="-12.44 / -15.19"
N 1.73 5.90 4.44 0.548
C 2.44 4.80 4.62 0.102
C 3.35 4.31 3.67 0.181
C 3.46 4.94 2.41 0.022
C 2.75 6.16 2.26 0.207
C 1.91 6.58 3.31 0.124
C 4.15 4.21 1.35 0.375
Ir 0.60 -0.52 -1.39 1.305
P -1.92 -3.22 -1.25 0.540
C 3.79 4.22 0.01 -0.029
C 3.35 3.01 -0.64 0.116
C 2.47 3.04 -1.77 0.004
C 1.87 1.87 -2.23 0.077
C 2.04 0.75 -1.39 0.159
C 3.13 0.59 -0.52 0.044
C 3.77 1.75 -0.14 0.057
Br 0.36 -1.95 -3.26 0.332
H 4.94 3.54 1.73 0.010
H 3.71 5.14 -0.58 0.004
H 3.85 3.36 3.86 0.009
H 2.80 6.71 1.33 0.008
H 2.29 4.28 5.56 0.010
H 1.37 7.52 3.22 0.013
H 2.20 4.00 -2.22 -0.001
H 4.59 1.71 0.58 0.001
H 1.29 1.74 -3.14 0.010
H 3.45 -0.41 -0.25 0.001
P -1.03 0.71 -0.52 0.090
C -0.69 -4.57 -1.18 0.055
C -0.51 -5.55 -2.33 0.016
H -0.96 -5.12 -0.27 0.004
H 0.28 -4.08 -0.98 0.008
H 0.26 -6.29 -2.07 0.003
H -1.44 -6.11 -2.49 0.000
H -0.17 -5.03 -3.23 0.003
C -2.71 -3.16 -2.90 0.074
C -2.74 -4.38 -3.81 0.029
H -2.15 -2.35 -3.41 0.008
H -3.71 -2.78 -2.67 0.000
H -2.97 -4.07 -4.83 0.006
H -1.79 -4.89 -3.88 0.001
H -3.50 -5.10 -3.49 0.001
C -3.26 -3.69 -0.10 0.068
C -3.88 -5.07 -0.25 0.034
H -4.02 -2.91 -0.29 0.000
H -2.82 -3.55 0.90 0.001
H -4.74 -5.13 0.42 0.008
H -4.25 -5.27 -1.27 0.000
H -3.20 -5.87 0.03 0.000
C -2.05 0.33 0.97 0.012
C -3.39 -0.39 0.85 0.005
H -2.22 1.31 1.45 0.002
H -1.40 -0.23 1.67 0.001
H -4.07 0.01 1.61 0.001
H -3.86 -0.23 -0.13 0.001
H -3.27 -1.47 1.05 0.001
C -2.19 0.99 -1.92 0.030
C -2.06 2.39 -2.55 0.001
H -3.21 0.83 -1.53 0.003
H -1.99 0.20 -2.67 0.005
H -2.89 2.56 -3.25 0.000
H -2.12 3.18 -1.79 0.000
H -1.13 2.51 -3.12 0.000
C -0.27 2.27 0.14 0.024
C 0.02 2.38 1.65 0.000
H -0.92 3.07 -0.22 0.004
H 0.69 2.39 -0.36 0.003
H 0.78 3.17 1.80 0.000
H -0.89 2.64 2.21 0.000
H 0.46 1.46 2.07 0.000
N 2.66 -1.72 2.42 0.002
C 1.20 -2.03 2.63 0.009
C 0.57 -2.05 1.25 0.020
O -0.58 -2.48 1.11 0.065
O 1.36 -1.67 0.30 0.165
H 3.10 -2.46 1.86 0.000
H 3.20 -1.61 3.29 0.000
H 2.78 -0.88 1.83 0.000
H 1.11 -3.01 3.13 0.000
H 0.78 -1.26 3.28 0.001

# 2
83
Properties=species:S:1:pos:R:3:lowdin_charge:R:1 method="wB97M-V/def2-TZVPD" charge=+1 homo_lumo_gap_ev=7.3071 de_lowest_ev=2.745 largest_force_ha_per_bohr=0.050 lumo_ev=-2.74
K -0.03 0.76 -0.49 0.914
C -0.71 6.32 3.76 -0.048
C -0.37 4.98 3.18 -0.267
C 0.92 4.53 3.07 0.007
C 1.23 3.26 2.52 -0.119
C 2.56 2.84 2.46 0.004
N 2.96 1.68 1.99 0.068
C 4.34 1.25 1.88 -0.150
C 4.90 1.39 0.45 -0.146
C 4.29 0.41 -0.54 -0.159
N 4.73 -0.96 -0.27 0.064
C 4.20 -2.12 -0.63 -0.005
C 2.94 -2.52 -1.07 -0.103
C 2.90 -3.81 -1.70 0.001
C 1.76 -4.34 -2.22 -0.267
C 1.74 -5.67 -2.93 -0.040
C 0.55 -3.61 -2.04 0.040
C 0.49 -2.43 -1.37 -0.125
C -0.82 -1.80 -1.11 -0.166
N -1.79 -1.97 -1.90 0.081
C -3.09 -1.37 -1.66 -0.196
C -3.11 0.12 -1.27 -0.161
C -3.24 0.44 0.24 -0.205
N -2.14 1.25 0.69 -0.053
C -2.29 2.12 1.60 -0.092
C -1.17 2.91 2.12 -0.109
C -1.40 4.13 2.71 0.033
C 0.18 2.39 2.04 -0.306
O 0.44 1.25 1.59 -0.184
C 1.69 -1.79 -0.86 -0.325
O 1.64 -0.71 -0.23 -0.167
H 0.16 6.77 4.25 0.077
H -1.51 6.23 4.49 0.082
H -1.04 7.01 2.98 0.084
H 1.74 5.16 3.41 0.123
H 3.34 3.50 2.84 0.147
H 2.19 1.07 1.66 0.116
H 4.40 0.21 2.20 0.128
H 4.94 1.85 2.56 0.124
H 5.99 1.25 0.50 0.118
H 4.71 2.40 0.10 0.122
H 4.59 0.68 -1.56 0.135
H 3.20 0.43 -0.50 0.092
H 5.69 -1.01 0.05 0.148
H 4.93 -2.92 -0.59 0.139
H 3.83 -4.36 -1.78 0.120
H 2.70 -6.17 -2.84 0.079
H 1.52 -5.53 -3.99 0.075
H 0.97 -6.31 -2.51 0.085
H -0.38 -4.02 -2.42 0.133
H -0.88 -1.21 -0.19 0.100
H -3.61 -1.98 -0.90 0.122
H -3.65 -1.49 -2.59 0.100
H -3.95 0.58 -1.79 0.111
H -2.20 0.58 -1.65 0.069
H -3.21 -0.49 0.82 0.125
H -4.21 0.91 0.45 0.118
H -3.27 2.32 2.05 0.137
H -2.42 4.48 2.79 0.130
O 0.19 0.59 -2.62 -0.687
S 1.04 0.01 -3.70 1.056
C 1.13 1.30 -4.96 -0.360
C 1.83 1.09 -6.14 -0.077
C 1.90 2.11 -7.07 -0.068
C 1.27 3.33 -6.83 -0.071
C 0.57 3.53 -5.65 -0.064
C 0.50 2.51 -4.70 -0.073
C -0.02 -1.10 -4.65 -0.375
C 0.52 -2.28 -5.14 -0.091
C -0.29 -3.14 -5.87 -0.068
C -1.62 -2.81 -6.09 -0.061
C -2.15 -1.63 -5.58 -0.060
C -1.34 -0.77 -4.86 -0.070
H 2.31 0.14 -6.32 0.113
H 2.43 1.96 -8.00 0.110
H 1.32 4.12 -7.56 0.109
H 0.08 4.47 -5.46 0.110
H -0.03 2.65 -3.77 0.105
H 1.56 -2.53 -4.95 0.112
H 0.11 -4.07 -6.26 0.108
H -2.25 -3.48 -6.66 0.110
H -3.18 -1.37 -5.76 0.112
H -1.73 0.16 -4.45 0.120

# 3
33
Properties=species:S:1:pos:R:3:lowdin_charge:R:1 method="wB97M-V/def2-TZVPD" smiles=O.O.O.O.O.O.O.O.O.O.O charge=0 homo_lumo_gap_ev=9.9467 de_lowest_ev=2.735 largest_force_ha_per_bohr=0.015 lumo_ev=0.00
O 0.71 -0.12 -0.68 -0.070
H -0.14 -0.57 -0.74 0.009
H 1.06 -0.40 0.17 0.017
O 0.49 3.47 -4.27 -0.063
H 0.60 2.52 -4.14 0.033
H -0.40 3.57 -4.60 0.030
O -0.84 -4.08 -0.60 -0.046
H -1.77 -3.91 -0.83 0.037
H -0.86 -4.95 -0.19 0.049
O 1.25 3.22 0.76 -0.068
H 0.44 3.72 0.88 0.029
H 1.19 2.88 -0.14 0.034
O 3.65 1.48 0.93 -0.060
H 3.45 1.11 1.80 0.027
H 3.82 2.41 1.10 0.028
O -2.11 0.10 2.29 -0.055
H -3.05 -0.08 2.19 0.022
H -2.02 0.35 3.22 0.024
O -2.98 3.19 0.28 -0.058
H -3.43 3.26 1.14 0.031
H -2.94 2.24 0.11 0.021
O 1.59 -2.54 0.21 -0.055
H 0.99 -3.26 0.00 -0.001
H 1.85 -2.72 1.12 0.043
O -2.94 -1.56 -0.30 -0.047
H -2.53 -1.22 -1.10 0.040
H -3.75 -1.04 -0.22 0.036
O 0.53 1.13 4.10 -0.058
H 1.39 1.54 4.27 0.034
H -0.09 1.87 4.11 0.032
O 1.06 -4.07 -2.97 -0.063
H 1.91 -4.01 -3.41 0.037
H 0.95 -5.01 -2.80 0.027

# 4
53
Properties=species:S:1:pos:R:3:lowdin_charge:R:1 method="wB97M-V/def2-TZVPD" smiles=COc1ccc(CCCO[C@@H](Cn2ccnc2)c2ccc(OC)cc2)cc1 charge=0 homo_lumo_gap_ev=9.0135 de_lowest_ev=2.832 largest_force_ha_per_bohr=0.015 lumo_ev=0.72
C 4.59 1.85 0.92 -0.086
O 4.36 0.95 -0.14 -0.082
C 3.58 -0.14 0.08 -0.279
C 2.95 -0.44 1.29 -0.018
C 2.19 -1.59 1.40 -0.034
C 2.02 -2.46 0.33 -0.261
C 1.14 -3.66 0.45 -0.154
C -0.34 -3.26 0.46 -0.153
C -0.72 -2.52 -0.81 -0.206
O -2.00 -1.94 -0.65 -0.117
C -2.24 -0.86 -1.52 -0.285
C -3.72 -0.46 -1.35 -0.064
N -3.98 0.08 -0.05 -0.086
C -4.15 -0.63 1.11 -0.079
C -4.26 0.30 2.10 -0.163
N -4.16 1.55 1.59 0.056
C -3.98 1.39 0.31 -0.195
C -1.35 0.33 -1.24 -0.201
C -1.01 0.66 0.07 -0.024
C -0.26 1.79 0.35 0.001
C 0.18 2.60 -0.68 -0.271
O 0.90 3.75 -0.52 -0.082
C 1.11 4.23 0.78 -0.087
C -0.13 2.26 -2.00 0.004
C -0.88 1.14 -2.27 -0.024
C 2.66 -2.15 -0.87 -0.041
C 3.43 -1.01 -1.00 0.004
H 3.65 2.30 1.27 0.074
H 5.23 2.63 0.51 0.096
H 5.09 1.36 1.76 0.098
H 3.06 0.20 2.15 0.103
H 1.71 -1.81 2.34 0.118
H 1.32 -4.34 -0.38 0.113
H 1.36 -4.20 1.38 0.117
H -0.97 -4.14 0.58 0.115
H -0.53 -2.59 1.31 0.113
H -0.73 -3.20 -1.67 0.137
H 0.02 -1.73 -1.01 0.115
H -2.10 -1.18 -2.57 0.155
H -3.98 0.29 -2.10 0.137
H -4.34 -1.35 -1.49 0.137
H -4.16 -1.70 1.11 0.115
H -4.41 0.14 3.16 0.089
H -3.86 2.19 -0.40 0.129
H -1.35 0.03 0.88 0.122
H -0.04 2.01 1.38 0.110
H 1.72 3.54 1.38 0.074
H 0.16 4.41 1.30 0.100
H 1.65 5.17 0.67 0.095
H 0.24 2.89 -2.79 0.117
H -1.12 0.89 -3.29 0.116
H 2.55 -2.81 -1.72 0.115
H 3.92 -0.77 -1.92 0.118

Total energy values (in Eh) by entry order: -4675.140507, -2837.255718, -840.779624, -1189.134431.